C24H22F12NO5PTcTe as an isolated structure, computed with the ωB97M-V functional and the def2-TZVPD basis.

Summary:
- Energy relative to the best compared isomer or geometry (same formula, charge and spin): 0.000 eV
- Spin multiplicity: 4
- HOMO-LUMO gap (spin up / spin down): 7.15 / 6.44 eV
- E_HOMO (spin up / spin down): -7.9 / -7.9 eV

XYZ file:
```
67
Properties=species:S:1:pos:R:3:forces:R:3
Te -0.688 3.569 0.432 -0.04 -0.14 -0.11
Tc -1.045 0.296 -1.382 -0.10 0.49 0.58
P 0.785 2.816 -1.192 -0.03 0.12 -0.03
F -4.349 -2.513 -1.670 -0.02 -0.01 0.01
F 2.939 -0.535 -2.099 0.00 -0.04 -0.01
F 2.061 -2.034 -3.373 0.04 0.02 0.04
F 1.306 -3.836 -0.145 0.00 -0.01 0.00
F -5.565 0.659 0.718 0.00 -0.02 0.00
F -0.702 -3.151 -0.563 0.05 -0.02 -0.02
F -5.046 1.563 -1.175 0.01 0.01 0.02
F -6.076 -1.414 -0.949 0.01 -0.03 0.01
F 3.251 -2.643 -1.683 0.00 0.00 -0.02
F 0.545 -3.863 -2.170 0.01 0.01 0.01
F -3.646 1.627 0.475 -0.06 0.02 0.00
F -5.005 -0.726 -2.682 -0.01 -0.01 -0.03
O 1.235 3.962 -2.193 -0.03 -0.05 0.11
O -2.869 -0.074 -1.477 -0.18 -0.02 -0.06
O 2.141 2.169 -0.653 -0.03 0.00 -0.04
O 0.149 -1.035 -2.032 0.06 -0.21 -0.05
O 0.217 1.665 -2.070 0.27 -0.16 -0.14
N -1.065 -0.460 0.369 0.00 0.06 -0.24
C -1.698 -1.967 2.145 0.04 0.07 -0.04
C 2.979 2.906 0.262 -0.01 0.03 0.00
C 2.886 4.856 -3.674 0.01 0.01 -0.02
C 1.805 0.207 2.584 0.01 0.02 0.00
C -4.562 0.870 -0.141 0.00 0.02 0.01
C 4.412 2.527 -0.022 0.01 -0.04 -0.02
C -4.851 -1.289 -1.484 0.03 0.05 -0.03
C 0.273 -0.448 0.844 0.05 -0.04 0.06
C -2.633 -2.692 2.853 -0.02 -0.02 0.03
C 2.584 -1.061 0.717 -0.02 -0.04 -0.05
C 4.232 -0.471 2.518 0.00 0.00 -0.01
C -5.010 -3.468 3.238 -0.01 0.01 0.01
C 2.061 3.638 -3.339 0.02 0.01 -0.02
C -3.970 -2.689 2.482 0.00 -0.01 -0.01
C -2.056 -1.195 1.033 0.05 -0.13 0.04
C -3.395 -1.220 0.621 -0.12 0.02 -0.03
C 1.065 -1.716 -1.232 -0.08 0.07 -0.02
C 1.314 -1.063 0.138 0.12 0.01 0.03
C -3.883 -0.446 -0.600 0.07 -0.05 0.02
C -4.319 -1.950 1.362 0.03 0.03 -0.01
C 2.350 -1.737 -2.109 0.02 0.00 -0.04
C 2.846 -0.451 1.934 -0.01 0.03 0.01
C 0.540 0.216 2.040 -0.04 0.03 0.00
C 0.551 -3.169 -1.030 -0.01 0.00 -0.01
H 5.080 3.018 0.686 -0.01 0.00 0.01
H 2.820 3.978 0.130 -0.01 0.00 -0.01
H -0.277 0.722 2.537 -0.01 0.00 -0.01
H 4.727 -1.423 2.326 0.00 0.00 0.00
H -5.410 -4.282 2.631 0.00 0.00 0.00
H 2.243 5.711 -3.880 0.00 -0.01 0.00
H -4.593 -3.900 4.147 0.00 0.00 0.00
H 1.395 3.361 -4.157 0.00 0.00 0.00
H 3.495 4.658 -4.556 0.00 0.00 0.00
H 2.676 2.642 1.275 -0.01 -0.01 0.01
H -0.662 -1.999 2.448 -0.01 -0.02 0.02
H -5.356 -1.944 1.062 -0.02 -0.01 -0.01
H 3.401 -1.558 0.214 0.01 0.01 0.01
H 4.542 1.447 0.061 -0.01 0.01 -0.01
H 1.988 0.715 3.523 0.00 -0.01 0.00
H 3.548 5.113 -2.846 -0.01 -0.01 0.00
H -5.848 -2.828 3.521 0.00 -0.01 0.01
H -2.311 -3.274 3.708 0.00 0.00 0.00
H 4.697 2.827 -1.031 0.00 0.00 0.01
H 2.693 2.781 -3.102 -0.01 -0.02 0.01
H 4.205 -0.308 3.595 0.00 -0.01 0.00
H 4.852 0.316 2.082 -0.01 0.00 0.00
```
Positions in Å, forces in eV/Å.

Results of the natural (NBO) charge analysis, in e, for atoms 1 through 5: -0.442 1.744 1.972 -0.309 -0.313

---

One molecule with the formula Cl8Si4 at a distorted geometry, computed with the ωB97M-V functional and the def2-TZVPD basis.

Summary:
- SMILES string: Cl[Si]1(Cl)[Si](Cl)(Cl)[Si](Cl)(Cl)[Si]1(Cl)Cl
- Spin multiplicity: 1
- HOMO-LUMO gap: 7.26 eV
- E_HOMO: -9.3 eV

XYZ file:
```
12
Properties=species:S:1:pos:R:3:forces:R:3
Cl 3.265 1.138 0.433 -1.01 0.33 -0.62
Cl 0.336 -3.038 -0.545 0.60 0.55 0.05
Cl 2.279 -0.107 -2.538 -0.24 0.33 0.28
Cl -2.808 -1.584 0.027 0.21 0.11 -0.26
Cl 1.185 -1.921 2.507 0.47 0.40 -0.93
Cl -2.051 0.358 2.483 0.70 -0.10 -0.71
Cl -1.877 1.755 -2.433 1.04 -0.53 0.71
Cl -0.792 3.148 0.330 0.30 -0.59 -0.23
Si 1.584 0.577 -0.715 1.52 -1.04 0.06
Si 0.835 -1.311 0.522 -0.98 -1.18 1.02
Si -1.276 -0.369 0.667 -1.59 -0.34 1.10
Si -0.682 1.353 -0.738 -1.01 2.05 -0.48
```
Positions in Å, forces in eV/Å.

Results of the natural (NBO) charge analysis, in e, for atoms 1 through 5: -0.321 -0.329 -0.324 -0.328 -0.328

---

A 15-piece molecular cluster, C25H83N25O15 overall at a distorted geometry, computed with the ωB97M-V functional and the def2-TZVPD basis.

Summary:
- Spin multiplicity: 2
- HOMO-LUMO gap (spin up / spin down): 7.20 / 1.49 eV
- E_HOMO (spin up / spin down): -10.2 / -10.2 eV
- Net charge: +1

XYZ file:
```
148
Properties=species:S:1:pos:R:3:forces:R:3
O -14.171 -14.036 3.323 -0.84 1.00 -0.28
O -13.691 -17.342 8.818 1.42 -1.40 0.03
O -8.685 -15.471 12.118 1.93 1.13 0.50
O -16.047 -17.936 3.882 1.10 -1.05 1.77
O -14.388 -20.159 6.750 -2.83 1.71 -2.08
O -8.039 -15.259 6.612 0.78 0.85 1.71
O -16.561 -12.928 5.839 0.31 -2.82 2.15
O -20.672 -19.709 3.911 -0.16 0.20 -0.43
O -10.782 -17.789 3.922 -1.28 -1.04 0.07
O -16.535 -12.130 10.113 2.04 2.45 -0.27
O -19.064 -20.003 9.665 -5.20 -2.98 3.62
O -12.121 -18.215 12.356 3.25 1.36 1.08
O -15.390 -14.848 13.032 1.06 -0.79 -0.34
O -13.153 -13.267 9.613 -0.45 0.11 -1.41
O -21.620 -14.514 6.186 -1.58 -0.15 0.36
N -12.576 -12.782 7.468 0.75 -0.68 -0.66
N -10.792 -15.768 11.776 -5.54 2.50 -0.42
N -18.233 -18.938 7.988 -3.69 2.60 -7.01
N -18.549 -12.957 9.643 -3.92 1.48 -2.19
N -10.657 -19.366 5.497 1.83 -1.47 0.16
N -18.654 -19.768 4.767 1.71 -1.59 0.67
N -13.829 -19.373 13.205 -1.14 -1.87 3.45
N -9.509 -17.479 11.788 1.37 -6.09 -0.82
N -8.042 -12.742 7.712 -0.56 1.51 1.00
N -14.661 -12.441 8.134 -3.26 0.39 -0.72
N -16.427 -11.926 3.898 1.13 -0.65 -6.40
N -12.702 -20.235 8.105 3.22 2.59 2.81
N -19.613 -13.687 5.963 4.45 3.06 3.08
N -17.817 -13.802 14.471 0.19 0.51 -0.93
N -20.512 -14.481 4.234 -1.01 -1.40 -3.45
N -12.666 -18.616 4.974 -0.94 0.18 -0.78
N -13.657 -19.023 11.112 -1.72 -0.86 -5.20
N -13.353 -22.036 7.207 0.43 -6.82 -0.86
N -16.890 -19.459 9.541 0.38 -1.38 2.39
N -15.874 -17.776 7.094 0.35 -0.77 -1.05
N -17.125 -10.802 5.531 -1.43 3.08 1.99
N -12.585 -15.525 2.871 1.67 -1.96 -2.72
N -19.794 -17.873 4.840 0.45 3.66 1.49
N -17.200 -14.181 10.764 1.25 -0.99 0.72
N -12.900 -14.952 4.910 0.50 -0.24 4.03
C -7.127 -13.674 8.312 -0.23 -1.71 -2.11
C -15.406 -13.572 13.657 -0.56 0.28 0.76
C -16.482 -16.870 3.136 -1.57 2.13 -1.14
C -16.897 -15.603 3.907 0.07 -0.45 -0.30
C -13.257 -14.773 3.663 -2.34 1.74 -0.39
C -16.683 -11.974 5.125 -0.95 0.82 3.00
C -17.355 -12.982 10.153 0.00 -2.54 1.44
C -18.158 -19.534 9.044 7.86 1.06 1.90
C -19.746 -19.116 4.451 -3.17 -1.13 -1.20
C -12.477 -16.641 8.547 0.16 1.56 0.01
C -13.526 -20.791 7.286 -1.17 1.65 0.44
C -6.679 -13.306 9.716 -0.18 -1.31 0.45
C -14.838 -16.570 8.791 -0.59 2.06 0.84
C -11.364 -18.614 4.662 0.96 2.97 0.49
C -16.718 -15.621 7.533 0.08 0.90 -1.08
C -7.788 -15.077 8.084 -0.24 -0.10 0.02
C -20.678 -14.188 5.495 -2.33 -1.91 0.88
C -9.629 -16.213 11.940 4.42 1.39 0.07
C -14.106 -15.317 12.538 -0.41 -0.13 0.05
C -8.685 -16.398 6.115 0.39 -0.79 0.89
C -16.458 -13.466 14.817 1.15 -0.77 0.84
C -13.472 -12.871 8.465 1.41 -0.74 2.83
C -15.450 -16.427 7.430 -1.02 -0.91 1.12
C -16.095 -14.305 16.043 1.07 0.63 0.00
C -13.082 -18.910 12.251 -0.57 1.08 0.92
H -9.670 -19.338 5.288 -0.05 -0.41 0.49
H -15.812 -18.621 3.252 0.16 -0.26 0.17
H -14.726 -15.556 9.173 0.99 0.35 0.09
H -9.697 -16.582 6.474 -0.63 0.73 0.00
H -12.046 -15.459 5.093 0.01 0.37 0.29
H -17.812 -15.698 4.490 0.15 -0.31 0.36
H -13.302 -18.390 10.409 -0.53 -0.32 -0.48
H -7.188 -15.823 8.604 0.67 -0.59 -0.92
H -14.655 -19.878 12.917 0.25 0.01 0.89
H -20.501 -17.196 4.594 0.01 -0.47 0.03
H -19.691 -13.322 6.902 0.74 -0.04 -0.20
H -5.800 -13.894 9.978 0.10 -0.18 -0.16
H -21.310 -14.976 3.862 0.38 0.39 -0.91
H -11.879 -20.735 8.408 -0.16 0.52 0.34
H -11.541 -17.195 8.610 -0.50 -0.89 0.08
H -8.661 -16.408 5.025 -0.06 0.31 0.14
H -13.943 -22.603 6.614 0.12 0.12 0.11
H -14.169 -16.349 12.193 -0.71 -0.40 0.61
H -17.217 -10.070 4.841 -0.17 0.11 0.71
H -15.650 -12.805 12.922 0.06 0.10 -0.24
H -16.786 -11.101 3.439 0.49 -0.79 -0.86
H -11.511 -16.477 11.739 -0.63 0.88 0.34
H -17.179 -15.546 6.548 0.13 0.16 -0.09
H -15.529 -16.940 9.548 -0.36 -0.72 -0.24
H -17.582 -10.688 6.425 0.33 0.00 -0.22
H -10.301 -18.104 11.744 0.18 0.26 0.11
H -18.086 -12.980 13.949 -0.88 -0.05 -0.46
H -12.368 -15.845 9.283 -0.05 0.26 -0.02
H -14.689 -16.081 6.730 -0.20 0.46 -0.16
H -11.053 -19.870 6.278 0.32 0.12 -0.35
H -13.219 -14.290 5.603 0.17 -0.13 0.01
H -14.401 -19.686 10.949 0.37 0.37 -0.31
H -16.501 -14.595 7.830 -0.36 -0.05 0.28
H -14.457 -13.309 14.124 0.35 -0.19 -0.21
H -7.422 -13.629 10.446 -0.21 0.43 0.15
H -8.100 -12.802 6.705 0.26 -0.19 0.04
H -18.989 -17.537 5.348 -0.24 0.50 -0.32
H -19.067 -18.850 7.425 -0.39 -0.31 0.15
H -16.771 -14.146 16.883 -0.20 0.01 -0.28
H -6.255 -13.717 7.661 0.59 -0.16 0.08
H -18.789 -13.624 5.382 0.21 0.37 0.87
H -15.121 -13.932 16.360 0.27 -0.33 0.31
H -15.046 -12.524 7.204 0.42 0.09 -0.34
H -15.075 -18.366 7.277 0.24 -0.64 0.09
H -18.834 -12.083 9.224 -0.35 -0.14 0.30
H -15.419 -12.463 8.802 0.43 0.16 0.57
H -13.170 -17.769 4.754 -0.39 -0.41 0.04
H -17.168 -14.865 3.152 0.11 0.01 -0.28
H -17.908 -14.867 10.542 0.69 -0.24 0.11
H -17.639 -14.513 13.776 -0.79 -0.51 -0.39
H -16.070 -15.151 4.454 -0.12 -0.16 0.24
H -13.438 -19.450 14.133 -0.38 -0.14 -0.06
H -12.937 -19.301 8.409 0.46 0.09 0.07
H -12.512 -16.182 7.559 -0.04 0.01 -0.13
H -13.733 -14.880 11.612 -0.18 1.20 0.11
H -16.401 -12.416 15.103 -0.07 0.13 0.14
H -16.231 -12.803 3.437 0.51 0.37 -0.41
H -6.354 -12.281 9.888 -0.46 0.17 -0.41
H -10.826 -14.813 12.103 -1.09 -0.07 -0.22
H -19.239 -13.568 10.057 -0.20 0.47 -0.41
H -15.872 -17.833 6.085 -0.45 -0.18 -0.71
H -16.008 -15.374 15.845 -0.12 0.02 -0.18
H -16.651 -19.825 10.451 -0.44 -0.02 -0.17
H -13.326 -15.297 13.300 -0.08 0.23 0.13
H -8.595 -17.880 11.636 -0.18 0.30 0.33
H -11.964 -16.163 3.348 0.67 -0.51 -1.28
H -17.352 -17.252 2.602 -0.21 0.47 -0.55
H -12.901 -22.484 7.991 -0.07 -0.33 -0.49
H -15.741 -16.493 2.430 0.28 -0.39 -0.19
H -17.820 -19.300 5.093 0.26 -0.62 -0.67
H -19.780 -14.002 3.730 -0.70 -0.44 -0.56
H -7.637 -11.857 7.981 -0.50 0.64 -0.50
H -8.215 -17.318 6.463 0.66 -0.24 -0.06
H -11.635 -12.916 7.810 0.25 0.36 -0.65
H -8.715 -15.199 8.644 -0.59 0.60 -0.25
H -16.107 -19.106 9.011 -0.46 0.07 -0.55
H -17.482 -16.134 8.118 0.28 0.15 0.60
H -12.672 -15.365 1.878 0.28 -0.50 0.25
H -18.788 -20.653 4.299 1.37 -0.45 0.41
H -17.414 -18.531 7.560 1.76 1.03 -0.30
H -12.852 -12.182 6.704 0.83 0.08 0.10
H -16.228 -14.451 10.811 -0.18 -0.41 0.61
H -12.957 -19.259 5.697 -0.67 0.60 -0.31
```
Positions in Å, forces in eV/Å.

Results of the Mulliken charge analysis, in e, for atoms 1 through 5: -0.695 2.225 -0.769 -0.361 -0.679

---

Question: Which of these has the highest spin multiplicity?
Answer: C24H22F12NO5PTcTe

---

Question: What is the formula in the third record?
Answer: C25H83N25O15

---

Question: Look up the spin multiplicity of the first one.
Answer: 4